[1]
Molecular formula: C49H103F3NO14P
Method: DFT, ωB97M-V/def2-TZVPD

Summary:
- strongest force on any atom (eV/Å) = 5.13
- E_tot (Eh) = -3677.57090
- SMILES string = CCC[C@@]1(Cc2ccccc2C)[C@@H](CCCO)C(=O)N[C@]1(CCC(F)=C(F)F)P(=O)(O)O.CC(C)O.CC(C)O.CC(C)O.CC(C)O.CC(C)O.CC(C)O.CC(C)O.CC(C)O.CC(C)O
- Kohn-Sham gap (eV) = 8.35

Atoms and positions in Å:
C  3.1409  -0.2834  4.0863
C  2.8433  0.8923  3.0207
C  1.3309  0.9389  2.4761
C  0.4554  2.1808  3.0724
C  0.2648  1.7150  4.5929
C  -0.6498  2.6503  5.5056
C  -0.1677  4.0352  6.0821
C  -1.0606  4.9476  6.9753
C  -2.4983  4.5489  7.3784
C  -3.0026  3.1677  6.8527
C  -2.1044  2.2412  5.9520
C  -2.7965  0.8429  5.5438
C  1.0880  3.6485  3.0463
C  2.2942  4.0099  2.0456
C  3.4874  4.6924  2.8621
C  3.2865  6.2725  3.1320
O  2.9125  7.0240  1.9548
C  -0.2420  4.5655  2.8359
O  -0.3233  5.8204  2.9178
N  -1.3800  3.6342  2.5730
C  -0.8365  2.2961  2.1056
C  -0.5726  2.6428  0.5335
C  -1.9003  3.2605  -0.1873
C  -1.7477  4.8528  -0.3970
F  -0.5300  5.4625  -0.8548
C  -2.8729  5.6558  -0.0695
F  -2.7949  6.8528  0.6721
F  -4.1953  5.2590  -0.4451
P  -2.0339  0.8479  1.9821
O  -1.7026  -0.3458  2.8956
O  -2.1329  0.1788  0.3902
O  -3.6159  1.4829  2.2688
H  2.2080  -0.9108  4.2847
H  3.4631  0.2317  5.0694
H  4.0093  -0.9241  3.6918
H  3.2116  1.8759  3.4865
H  3.5421  0.7094  2.1162
H  1.3780  0.9290  1.3369
H  0.8513  -0.0687  2.7811
H  -0.1664  0.6470  4.6796
H  1.2901  1.6544  5.1280
H  0.8878  4.4529  5.8771
H  -0.6412  5.9567  7.3341
H  -3.1099  5.2461  8.0350
H  -4.0560  2.8458  7.1714
H  -2.0221  0.0208  5.3684
H  -3.5755  0.9410  4.7194
H  -3.3799  0.5153  6.4899
H  1.6086  3.7009  4.0671
H  1.8963  4.7861  1.2839
H  2.6137  3.1071  1.4064
H  4.4564  4.5594  2.2660
H  3.6711  4.2122  3.8883
H  4.3210  6.6666  3.4813
H  2.5507  6.4767  3.9871
H  2.6260  7.9276  2.2242
H  -2.1097  3.5994  3.2975
H  -0.1514  1.7394  -0.0500
H  0.2280  3.4667  0.3982
H  -2.8541  3.0860  0.4085
H  -1.9985  2.7339  -1.2125
H  -2.9562  -0.3761  0.3599
H  -4.2173  1.1395  1.5453
C  -3.6578  -4.6239  -1.8506
C  -2.8581  -3.3653  -1.5531
C  -1.5243  -3.6966  -0.9045
O  -3.6111  -2.5194  -0.6829
H  -3.8794  -5.1732  -0.9295
H  -4.6189  -4.3695  -2.3060
H  -3.1136  -5.2858  -2.5291
H  -2.6881  -2.8110  -2.4786
H  -1.6710  -4.2135  0.0496
H  -0.9661  -2.7818  -0.6860
H  -0.9163  -4.3307  -1.5550
H  -3.7670  -3.0015  0.1411
C  -0.6606  -2.5058  -6.1430
C  -1.3791  -1.6341  -5.1263
C  -1.1142  -0.1579  -5.3762
O  -0.9394  -1.9787  -3.8123
H  0.4224  -2.3623  -6.0836
H  -0.8503  -3.5641  -5.9440
H  -0.9870  -2.2776  -7.1605
H  -2.4548  -1.8270  -5.1710
H  -0.0461  0.0670  -5.2910
H  -1.6271  0.4561  -4.6306
H  -1.4554  0.1416  -6.3704
H  0.0117  -1.8108  -3.7638
C  -7.1601  3.9773  9.9585
C  -6.8167  3.5320  8.5458
C  -7.6127  2.3000  8.1447
O  -5.4214  3.2422  8.4658
H  -6.9209  3.1932  10.6842
H  -6.5726  4.8562  10.2374
H  -8.2213  4.2233  10.0478
H  -7.0203  4.3455  7.8443
H  -7.3892  1.4578  8.8077
H  -7.3475  1.9844  7.1320
H  -8.6874  2.4957  8.1798
H  -5.2300  2.5227  9.0836
C  0.5418  -6.0520  -9.6389
C  0.4126  -4.5387  -9.5656
C  1.0924  -3.8674  -10.7483
O  1.0001  -4.0711  -8.3531
H  1.5934  -6.3557  -9.6167
H  0.0589  -6.5207  -8.7771
H  0.0848  -6.4436  -10.5515
H  -0.6449  -4.2606  -9.5429
H  2.1634  -4.0956  -10.7644
H  1.0022  -2.7800  -10.6771
H  0.6519  -4.1937  -11.6941
H  1.9363  -4.3124  -8.3632
C  -8.1653  0.1611  -0.5948
C  -6.9106  0.9744  -0.3202
C  -5.8622  0.7571  -1.4006
O  -6.3702  0.5996  0.9473
H  -7.9406  -0.9104  -0.6102
H  -8.9049  0.3178  0.1950
H  -8.6128  0.4374  -1.5527
H  -7.1657  2.0359  -0.2638
H  -5.5576  -0.2941  -1.4440
H  -4.9611  1.3390  -1.1844
H  -6.2407  1.0513  -2.3827
H  -6.1411  -0.3396  0.9082
C  2.2132  -4.2871  -4.5398
C  2.7280  -4.5501  -3.1335
C  2.0268  -5.7413  -2.5002
O  2.5157  -3.3928  -2.3273
H  1.1433  -4.0567  -4.5269
H  2.7178  -3.4212  -4.9780
H  2.3762  -5.1519  -5.1883
H  3.8061  -4.7324  -3.1647
H  0.9501  -5.5624  -2.4167
H  2.3984  -5.9109  -1.4859
H  2.1848  -6.6499  -3.0872
H  1.5641  -3.2236  -2.2933
C  6.0799  -6.6357  -0.8577
C  5.3586  -5.7635  0.1580
C  5.6231  -4.2871  -0.0925
O  5.7948  -6.1068  1.4717
H  7.1635  -6.4914  -0.7969
H  5.8902  -7.6940  -0.6585
H  5.7542  -6.4077  -1.8763
H  4.2835  -5.9574  0.1110
H  6.6909  -4.0605  -0.0051
H  5.1084  -3.6731  0.6513
H  5.2836  -3.9886  -1.0878
H  6.7451  -5.9388  1.5232
C  2.6430  6.9810  7.6414
C  3.3537  5.6440  7.7810
C  4.6487  5.7846  8.5652
O  3.6384  5.1210  6.4845
H  3.2667  7.7003  7.1004
H  1.7199  6.8671  7.0660
H  2.3955  7.4007  8.6199
H  2.6960  4.9288  8.2827
H  5.3419  6.4625  8.0562
H  5.1544  4.8187  8.6478
H  4.4614  6.1683  9.5713
H  4.2207  5.7450  6.0299
C  5.7824  -6.0544  -13.2729
C  5.0635  -5.1805  -12.2571
C  5.3300  -3.7047  -12.5085
O  5.4999  -5.5234  -10.9430
H  6.8662  -5.9117  -13.2130
H  5.5912  -7.1121  -13.0729
H  5.4563  -5.8265  -14.2910
H  3.9879  -5.3727  -12.3032
H  6.3981  -3.4804  -12.4221
H  4.8166  -3.0895  -11.7644
H  4.9903  -3.4059  -13.5036
H  6.4506  -5.3568  -10.8921

[2]
Molecular formula: C4H4O2S
Method: DFT, ωB97M-V/def2-TZVPD

Summary:
- strongest force on any atom (eV/Å) = 5.72
- E_tot (Eh) = -703.37633
- Kohn-Sham gap (eV) = 8.77
- relative energy (zero: lowest compared OMol25 entry of this formula, charge and spin) (kcal per mole) = 72.56

Atoms and positions in Å:
C  0.3172  -0.3640  -0.2341
C  -0.3682  -1.5214  -0.1852
C  -1.8689  0.1717  0.1451
C  -0.6067  0.7645  -0.1925
H  2.2241  -0.5814  1.3540
H  -0.0237  -2.5586  -0.4768
H  -2.8591  0.5674  0.4687
H  0.5748  2.5316  0.2513
O  -1.6917  -1.2119  0.1597
O  -0.5358  2.1544  -0.0697
S  2.0665  -0.1127  0.0302